# 1
Formula: C34H38BaBr4N11O4
Source: the Open Molecules 2025 dataset
Level of theory: wB97M-V/def2-TZVPD

Computed properties:
Maximum force in eV Å⁻¹: 2.380
Charge: -1
DFT total energy in a.u.: -12543.58006
Relative energy (zero: lowest compared OMol25 entry of this formula, charge and spin) in kcal per mole: 0.0
HOMO in Ha: -0.1503
Orbital gap in Ha: 0.23034

Each line ends with the Löwdin charge.
Cartesian coordinates (Å):
Ba -0.570515 -0.024752 0.238662  2.03
N -3.017315 1.050569 -2.590999  0.19
C -2.416595 -0.017023 -3.132343  -0.45
N -2.929214 -0.529564 -4.257700  0.17
C -2.225177 -1.549538 -4.732862  -0.45
N -2.663050 -2.119954 -5.892510  0.14
N -1.100055 -2.061202 -4.215627  0.16
C -0.716665 -1.486642 -3.083672  -0.27
N -1.327220 -0.466609 -2.482365  0.09
C 0.574609 -2.049244 -2.484310  -0.21
C 1.071046 -3.250374 -2.958377  -0.01
C 2.242480 -3.746905 -2.412000  -0.05
C 2.887863 -3.024412 -1.429909  -0.04
C 2.323832 -1.830963 -1.004123  -0.13
N 1.187581 -1.352681 -1.518124  0.03
H -3.907280 1.309221 -2.979457  0.11
H -2.761911 1.388533 -1.663563  0.06
H -3.605510 -1.909529 -6.174716  0.09
H -2.283985 -3.024669 -6.112523  0.09
H 0.532723 -3.778910 -3.730100  0.10
H 2.637104 -4.696277 -2.750210  0.11
H 3.796747 -3.378331 -0.963582  0.11
H 2.778819 -1.249433 -0.214222  0.10
Br 3.261413 -4.999455 4.071851  0.66
C 1.974067 -4.188253 2.954276  -0.79
C 0.961031 -4.927986 2.377709  -0.78
Br 0.819396 -6.785131 2.702049  0.66
C 0.024409 -4.287806 1.546608  -0.66
Br -1.387166 -5.240704 0.729001  0.72
C 0.063360 -2.916659 1.277184  -0.50
O -0.803534 -2.325141 0.507326  -0.43
C 1.124572 -2.126048 1.899422  -0.50
O 1.170073 -0.835932 1.671306  -0.45
C 2.039926 -2.802508 2.703476  -0.64
Br 3.417569 -1.731578 3.444949  0.74
O -4.435303 2.323397 0.473883  0.03
C -3.520318 1.561273 0.736140  -0.63
O -2.358653 1.522138 0.186519  -0.42
C -3.750296 0.479742 1.813164  -0.18
C -5.092518 0.211160 2.197595  0.00
C -5.316373 -0.795762 3.080448  -0.01
C -4.220154 -1.522800 3.613406  -0.16
C -4.360366 -2.598690 4.529768  -0.04
C -3.260929 -3.254160 4.996552  -0.08
C -1.958353 -2.857155 4.592912  -0.05
C -1.799619 -1.821794 3.721985  0.01
C -2.936070 -1.153857 3.202855  -0.19
N -2.716784 -0.167938 2.275525  0.12
H -5.883750 0.803775 1.764150  0.11
H -6.324181 -1.057776 3.382352  0.11
H -5.354367 -2.896656 4.840245  0.11
H -3.375984 -4.086894 5.677815  0.10
H -1.085241 -3.380055 4.958513  0.11
H -0.811357 -1.508824 3.408437  0.11
N 3.019364 1.637471 1.049942  0.01
C 3.592245 2.015351 2.344895  -0.28
C 2.502957 2.149789 3.397030  -0.22
C 1.700917 3.435164 3.296901  -0.22
C 0.834212 3.559401 2.064036  -0.29
N -0.088801 2.429679 1.967112  -0.03
H 2.396198 0.839676 1.196198  0.03
H 3.754847 1.282711 0.443213  0.07
H 4.117314 2.974382 2.252344  0.11
H 4.333538 1.283479 2.695341  0.08
H 2.970492 2.121408 4.386775  0.11
H 1.863832 1.262825 3.348965  0.09
H 2.381142 4.293952 3.336414  0.11
H 1.065194 3.530125 4.188000  0.11
H 1.471615 3.551347 1.176385  0.08
H 0.318329 4.528741 2.088177  0.11
H -0.893979 2.660114 1.393477  0.03
H -0.458900 2.190749 2.882038  0.08
C 2.072017 1.297001 -3.018877  -0.16
C 2.815877 2.331273 -3.905053  -0.16
N 2.168409 3.643999 -3.817309  -0.16
C 2.129529 4.046862 -2.407030  -0.15
C 1.309299 3.025659 -1.571987  -0.17
N 0.889392 1.910240 -2.420941  -0.16
C 0.033382 2.423460 -3.488695  -0.16
C 0.791566 3.508189 -4.301514  -0.16
H 2.708132 0.933899 -2.209905  0.10
H 1.757502 0.421297 -3.590977  0.11
H 2.820863 2.024666 -4.953784  0.11
H 3.857363 2.437585 -3.593797  0.11
H 1.699060 5.048785 -2.344334  0.11
H 3.157957 4.111973 -2.045850  0.11
H 0.411717 3.486230 -1.153770  0.12
H 1.895959 2.630573 -0.737118  0.07
H -0.880450 2.820977 -3.043069  0.11
H -0.256839 1.580304 -4.120549  0.11
H 0.301990 4.480286 -4.211374  0.11
H 0.823953 3.257148 -5.364099  0.11

Force components x, y, z for each atom (eV/Å):
0.875 1.475 -0.913
-0.355 -0.043 -0.309
-0.171 0.502 0.515
0.246 -0.126 0.043
-0.154 -0.133 -0.391
-0.006 0.049 0.125
-0.168 0.029 0.035
0.782 0.008 0.384
0.454 -0.840 -0.501
-0.419 0.468 0.105
-0.036 -0.116 -0.082
-0.019 -0.111 -0.100
0.103 0.064 0.196
-0.433 -0.050 -0.418
0.140 -0.259 -0.351
0.010 0.084 0.047
0.037 -0.054 0.061
0.073 -0.018 0.030
-0.026 0.041 -0.010
0.007 -0.003 0.005
0.019 -0.006 0.010
0.019 -0.041 -0.014
-0.018 0.047 0.105
0.077 -0.089 0.072
-0.067 0.165 -0.073
-0.028 0.114 -0.041
0.006 -0.083 0.019
0.171 0.072 0.110
-0.071 -0.045 -0.046
-0.091 0.020 -0.161
0.251 -1.630 0.688
-0.030 0.034 -0.166
0.780 -1.036 0.932
-0.039 -0.075 -0.052
0.061 0.070 0.019
-0.373 0.197 -0.113
0.549 -0.343 0.137
-1.948 1.365 0.082
-0.362 0.337 -0.372
0.263 -0.043 0.074
-0.031 -0.132 0.089
-0.363 -0.162 0.194
-0.063 0.145 -0.124
0.298 -0.015 -0.011
-0.239 -0.039 0.043
-0.036 -0.041 0.036
0.708 0.250 -0.329
-0.220 0.028 0.216
0.019 0.025 -0.018
-0.005 -0.025 0.027
-0.035 0.003 0.003
0.002 -0.014 0.021
-0.005 -0.067 0.052
-0.081 0.056 -0.065
0.164 -0.286 -0.222
0.103 -0.155 0.092
0.207 -0.170 0.246
-0.077 0.215 0.298
-0.023 0.087 -0.242
-0.181 0.074 -0.043
0.075 0.001 0.164
-0.017 0.114 0.052
-0.012 -0.014 -0.106
-0.076 0.009 -0.004
0.049 0.003 -0.040
-0.047 0.056 -0.064
0.027 -0.037 -0.041
-0.029 -0.048 -0.057
-0.055 0.040 0.092
-0.051 -0.026 0.051
-0.035 0.043 -0.025
0.007 -0.011 0.005
0.044 -0.021 0.032
0.035 -0.030 -0.029
-0.045 -0.094 0.045
-0.030 0.023 0.057
0.104 0.039 0.071
-0.101 0.022 0.093
-0.027 -0.027 -0.030
-0.046 0.011 -0.013
0.018 0.008 0.022
-0.007 0.021 -0.039
-0.021 0.013 -0.016
0.012 0.036 0.012
-0.009 0.016 -0.037
0.035 -0.008 -0.003
-0.061 0.025 -0.012
-0.059 0.037 -0.095
0.029 -0.001 0.011
0.008 0.011 -0.036
0.015 0.025 0.013
0.019 -0.007 -0.015

=====

# 2
Formula: CH8N4
Source: the Open Molecules 2025 dataset
Level of theory: wB97M-V/def2-TZVPD

Computed properties:
Maximum force in eV Å⁻¹: 6.066
Charge: +2
SMILES: N[N@@+]1([NH3+])CN1
DFT total energy in a.u.: -261.01128
Relative energy (zero: lowest compared OMol25 entry of this formula, charge and spin) in kcal per mole: 63.9
HOMO in Ha: -0.7815
Orbital gap in Ha: 0.46530

Each line ends with the natural charge from an NBO analysis.
Cartesian coordinates (Å):
N 0.625138 -1.303825 -0.479764  -0.58
N 0.069081 0.042243 -0.021893  0.17
N -0.091570 0.818629 -1.152184  -0.52
C -0.847758 -0.139843 1.013997  -0.04
N 0.262060 0.712671 1.140343  -0.38
H 0.491270 -1.948631 0.296751  0.41
H 1.614394 -1.321476 -0.707032  0.42
H 0.847404 0.974305 -1.609548  0.50
H -0.695468 1.672843 -0.969456  0.50
H -0.646158 0.513010 -1.920259  0.49
H -0.855466 -1.108098 1.531603  0.27
H -1.815848 0.451861 1.089459  0.29
H 1.042920 0.636311 1.787983  0.47

Force components x, y, z for each atom (eV/Å):
-0.900 0.906 0.113
2.887 -5.038 -1.756
-0.038 3.443 -1.696
-4.063 1.077 3.446
0.452 2.136 1.306
-0.168 -0.013 -0.006
0.476 0.830 0.052
-0.628 0.679 0.693
1.550 0.060 0.583
-1.015 -2.427 -0.998
-0.061 0.148 -0.567
0.937 -1.115 -0.743
0.570 -0.686 -0.427

=====

# 3
Formula: C3H7N3O
Source: the Open Molecules 2025 dataset
Level of theory: wB97M-V/def2-TZVPD

Computed properties:
Maximum force in eV Å⁻¹: 3.253
SMILES: CNC(=O)/C=N/N
DFT total energy in a.u.: -357.91876
Relative energy (zero: lowest compared OMol25 entry of this formula, charge and spin) in kcal per mole: 82.3
HOMO (spin up / spin down) in Ha: -0.2919 / -0.2919
Orbital gap (spin up / spin down) in Ha: 0.29661 / 0.29657

Each line ends with the natural charge from an NBO analysis.
Cartesian coordinates (Å):
C 1.091850 1.552241 0.139246  -0.40
N 1.109790 0.216213 -0.412766  -0.70
C 1.005805 -1.058398 0.283004  0.63
O 1.915313 -1.866154 0.283814  -0.55
C -0.391095 -1.226526 0.497389  -0.21
N -1.074947 -0.121617 0.129070  -0.10
N -2.291339 -0.308471 -0.371984  -0.58
H 2.096275 1.843205 0.451362  0.18
H 0.381303 1.562102 0.962218  0.21
H 0.788898 2.263101 -0.634346  0.19
H 1.746971 0.137141 -1.200592  0.38
H -0.831911 -2.194052 0.715202  0.19
H -2.606307 -1.249682 -0.598744  0.36
H -2.940606 0.450897 -0.242872  0.39

Force components x, y, z for each atom (eV/Å):
0.210 -0.377 0.085
2.407 -0.596 -0.970
1.834 1.949 -1.754
-1.022 0.249 0.355
-2.820 1.621 0.008
-0.436 -3.117 0.645
0.044 -0.280 0.582
-0.046 0.195 0.410
0.172 0.368 0.029
-0.247 -0.066 0.103
0.274 -0.110 0.580
-0.200 0.025 -0.235
-0.204 0.266 0.425
0.033 -0.126 -0.263